1.
Below is a molecular structure, C38H35GeMoN8PSe2 in a non-equilibrium geometry, with properties calculated with ωB97M-V with the def2-TZVPD basis set.

Structure (ORCA input):
```
! wB97M-V def2-TZVPD RIJCOSX def2/J DEFGRID3
* xyz 2 1
Mo 0.06068 0.43843 0.25006
Se 0.08487 -1.36909 -1.96631
Se 4.99746 -0.27934 6.10174
Ge 0.35517 4.06327 -0.36114
P -2.33299 0.68442 -0.17987
N -4.86286 -0.34040 -0.59701
N -4.74877 2.01731 -0.01557
N -4.11812 1.29060 -2.25059
N 2.16029 0.08761 0.64314
N 0.16746 0.52775 2.35894
N -0.23993 -1.90784 0.90989
N 3.23957 -0.06208 6.02484
N 5.23426 -0.27947 4.34419
C 2.76744 5.57782 0.18405
C -3.06660 5.36734 2.63590
C 3.67966 3.86314 2.18487
C -4.87769 -0.02869 -1.98491
C 1.39076 0.27202 2.89655
C -1.09505 4.59115 0.80271
C 3.92940 5.87960 0.88959
C 2.05071 4.41575 0.47630
C -5.46207 0.75182 0.17806
C 4.80042 -0.25570 1.42294
C -1.86817 5.73407 0.57541
C -4.75980 2.39466 -1.38529
C 1.35407 4.75729 -2.95732
C 2.95044 -0.01132 4.75607
C 3.12555 -0.05501 -0.26247
C -2.29322 4.23684 2.88298
C 4.04659 -0.13430 3.82977
C -0.11119 -1.87281 -0.25265
C 3.79729 -0.10562 2.38336
C 1.58407 0.19242 4.26312
C 0.48017 0.31348 5.10648
C -2.85181 6.11666 1.48717
C -1.01718 5.11306 -2.70989
C 0.21427 4.76481 -2.14405
C -0.87946 0.62790 3.18864
C 0.23045 2.09219 -0.65627
C -1.31584 3.85506 1.97206
C -0.76589 0.52045 4.56230
C 2.51877 3.56430 1.48108
C -1.10666 5.45745 -4.05623
C -3.39918 2.00261 0.57264
C -3.53006 -0.72562 -0.09840
C -2.65094 1.14591 -1.94250
C 2.50021 0.07000 1.95138
C 4.45933 -0.22460 0.09417
C 0.03283 5.44726 -4.85186
C 4.38443 5.02505 1.88745
C 1.26236 5.10014 -4.30394
H 0.28636 1.98517 -1.75194
H 0.62363 0.23603 6.18068
H -2.23824 0.37733 -2.58623
H -2.06068 5.75016 -4.48223
H -0.70243 2.98497 2.18228
H 2.32193 4.49818 -2.53995
H -3.44168 7.00860 1.30522
H -2.44272 3.66946 3.79628
H 5.82762 -0.39090 1.74418
H 2.42533 6.25520 -0.59321
H -5.89125 0.14312 -2.33834
H -6.49822 0.87817 -0.13131
H -3.61259 -1.08511 0.92498
H -3.48171 1.84625 1.64822
H 2.15156 5.10272 -4.92517
H 5.20689 -0.33261 -0.68133
H -3.82364 5.67401 3.34854
H -4.22546 1.53609 -3.23446
H -1.64891 0.60554 5.18364
H -5.44579 0.49202 1.23257
H -2.15766 2.09118 -2.16233
H -1.82960 0.82686 2.72492
H 4.03539 3.19779 2.96680
H -1.70055 6.34559 -0.30550
H -3.13496 -1.54837 -0.69095
H -1.91175 5.14224 -2.09543
H -4.39570 -0.79495 -2.58526
H -0.03589 5.72066 -5.89914
H 5.28784 5.26721 2.43612
H -2.91288 2.96934 0.43889
H 4.47989 6.78582 0.66100
H 1.96791 2.66127 1.71806
H 2.81796 -0.03478 -1.29468
H -5.77572 2.51169 -1.75533
H -4.18904 3.30296 -1.56082
*
```

Computed properties:
Highest occupied orbital energy (alpha / beta) (eV): -13.044 / -13.022

Atomic partial charges in e from the Mulliken method, atoms 1 to 4: -2.0074 -0.0721 0.3308 1.5172

---

2.
Below is a molecular structure, C38H35MnN2OP2S5 in a non-equilibrium geometry, with properties calculated with ωB97M-V with the def2-TZVPD basis set.

Structure (ORCA input):
```
! wB97M-V def2-TZVPD RIJCOSX def2/J DEFGRID3
* xyz 0 5
Mn 0.26445 -1.20598 1.18667
S 5.45445 -2.23408 6.31998
S 2.66351 -1.64202 5.48247
S 2.81949 -1.52683 1.15950
S 0.43851 -1.08847 3.57690
S 4.66367 -2.00367 3.45866
P 0.28179 1.14542 1.06396
P -0.24733 -1.28351 -1.11932
O -2.07744 -1.39171 1.60245
N 0.15394 1.48450 -1.68286
N -3.59205 -2.84331 2.39128
C 3.95518 2.31315 2.29167
C 4.32952 -1.96907 5.15549
C -1.27953 -3.58051 2.17017
C -0.80844 3.38253 -2.89670
C -2.33603 -2.51981 2.03050
C -2.41091 3.28709 4.13493
C 2.11207 -1.48902 3.82431
C -0.24549 3.01266 3.11948
C 2.22839 3.02771 0.22980
C -0.13054 -3.02155 -3.33418
C 1.66605 -3.19850 -1.73315
C 0.46021 -2.62416 -2.13537
C -2.91458 2.27287 3.33173
C -4.08812 -0.46607 -2.36622
C 1.48512 3.55656 -4.44220
C -1.07753 3.65214 4.02865
C -2.68764 -2.55511 -1.20476
C 0.48533 -3.98056 -4.12444
C 1.86067 2.02913 1.12598
C -2.01889 -1.37148 -1.52782
C 0.36935 0.12094 -2.15221
C 1.68924 -4.54592 -3.72408
C 0.44966 4.46097 -4.64443
C -2.72655 -0.33142 -2.11558
C 2.73008 1.68034 2.16201
C 4.32297 3.30146 1.38677
C 3.04882 -1.66039 2.86935
C -2.08660 1.62295 2.42898
C -4.04012 -2.69151 -1.46154
C 3.45686 3.66144 0.36474
C -0.57277 1.77937 -0.46270
C 2.27761 -4.15631 -2.52973
C -0.74534 1.99424 2.31394
C -0.04058 -3.28370 1.32711
C -4.74586 -1.64025 -2.03855
C 1.38343 2.57816 -3.46623
C -0.69529 4.36932 -3.86732
C 0.23453 2.48334 -2.68004
H 1.57093 3.32706 -0.57519
H 3.21176 -4.60124 -2.21103
H -1.71777 -4.55581 1.93713
H -0.10831 -3.79443 0.36335
H -5.80467 -1.74201 -2.24095
H 2.16492 -5.29631 -4.34360
H -4.29946 -2.12865 2.38424
H -3.95453 1.98046 3.41514
H -0.67918 4.43879 4.65764
H 2.43728 0.92078 2.87760
H 5.28244 3.79366 1.48365
H -3.80119 -3.72125 2.83067
H -1.58146 1.34838 -0.42688
H -2.47582 0.80959 1.83088
H 3.73117 4.44189 -0.33482
H 0.53628 5.23078 -5.40066
H 4.62649 2.02137 3.08985
H -0.08493 -0.02620 -3.13792
H -2.13276 -3.37397 -0.75761
H -1.00360 -3.58333 3.22839
H 2.11494 -2.90963 -0.78882
H 2.20295 1.88960 -3.29433
H -2.22503 0.58741 -2.40153
H -0.67862 2.85653 -0.36265
H -4.63116 0.35173 -2.82359
H 1.43575 -0.09859 -2.25965
H -1.07249 -2.58820 -3.64929
H 0.79392 3.30425 3.04374
H 0.84050 -3.67682 1.82306
H -3.05591 3.78654 4.84711
H 0.02382 -4.28656 -5.05512
H -4.54538 -3.61728 -1.21561
H -1.51448 5.06051 -4.02443
H -1.71212 3.31286 -2.30108
H 2.38848 3.62672 -5.03578
*
```

Computed properties:
Expectation value of S²: 6.169
Highest occupied orbital energy (alpha / beta) (eV): -6.216 / -6.289

Atomic partial charges in e from the Mulliken method, atoms 1 to 4: -0.2886 -0.2650 -0.0915 -0.5184

---

3.
Below is a molecular structure, C38H35N5O5S2Zr, with properties calculated with ωB97M-V with the def2-TZVPD basis set.

Structure (ORCA input):
```
! wB97M-V def2-TZVPD RIJCOSX def2/J DEFGRID3
* xyz 0 1
Zr -0.07740 -0.51474 0.09648
S 2.51353 -0.13285 -0.16209
S 5.02203 1.38753 0.14327
O -2.81746 3.17148 0.28198
O -2.18772 -0.23512 1.50375
O 0.49598 -2.20056 -0.80899
O 0.42398 -0.90824 1.99847
O -0.98773 1.34749 -0.25260
N -0.05986 1.56950 -2.34141
N -2.17162 -1.33853 -0.95953
N 1.44312 2.36551 1.42280
N 0.22374 0.22050 -2.11490
N 2.78740 2.25795 1.16604
C 1.99068 -1.68075 3.61396
C -3.06623 -2.39868 2.07575
C -0.64725 2.07660 -1.30787
C -3.93154 -2.93194 -1.03074
C 2.97136 -1.39141 4.55020
C -2.30877 -2.98197 0.86715
C -0.38840 2.08485 2.92886
C 0.98510 1.73105 2.43100
C -0.26207 4.41707 -2.04474
C 5.16686 2.97064 -4.43125
C 5.06500 3.03158 -0.64071
C 1.94951 -3.68134 -4.38694
C -0.55307 5.76688 -2.02296
C 5.55993 3.05207 -3.10216
C 3.82648 2.82131 -4.75112
C -2.03816 3.98871 -0.47371
C 3.34160 -0.07770 4.80318
C 1.34448 -3.98542 -2.07318
C -4.44836 -2.34640 -2.17087
C -2.33387 5.34677 -0.45632
C 2.71730 0.95482 4.11808
C -1.59432 6.22651 -1.22440
C 4.62338 2.99380 -2.07576
C -3.81502 -1.23008 -2.69064
C -2.67962 -0.76611 -2.05518
C 3.26349 1.29208 0.49067
C -2.79461 -2.39894 -0.43418
C 1.36768 -0.64678 2.92522
C 2.88213 2.76055 -3.73425
C 1.56854 -2.35945 -4.29662
C 1.83216 -4.49321 -3.26122
C 0.95592 -2.64822 -1.97208
C -2.45458 -1.11784 2.61109
C 1.72482 0.68160 3.18912
C 3.27696 2.85354 -2.40873
C 0.69546 -0.41697 -3.11765
C -0.99179 3.51039 -1.27578
C 1.06699 -1.81966 -3.10697
H 1.82835 2.63469 -3.95222
H 3.46110 -2.20116 5.07608
H -5.33321 -2.75179 -2.64378
H -0.97094 2.58244 2.15220
H -0.28770 2.78228 3.76468
H -3.14278 -0.62694 3.30138
H -3.06482 -3.12490 2.89028
H 2.13212 -5.53223 -3.31143
H 0.83581 0.13067 -4.04832
H 1.66156 -1.70737 -5.15747
H -1.51685 -1.32889 3.12656
H -2.15337 0.09914 -2.43409
H 5.91068 3.02051 -5.21651
H 0.55222 4.04441 -2.64948
H -2.47753 -4.05901 0.82831
H 1.26285 -4.60419 -1.18916
H 6.61097 3.15709 -2.85779
H 3.01028 1.98318 4.29050
H 3.52090 2.75294 -5.78777
H -3.14826 5.68921 0.16795
H -0.89072 1.20318 3.33426
H 1.71485 -2.70230 3.38511
H 0.03113 6.45765 -2.61526
H 4.11893 0.14169 5.52258
H -2.01643 0.64984 1.85244
H 4.44997 3.69364 -0.03321
H 2.33995 -4.07748 -5.31385
H -2.43142 2.28106 0.21817
H -4.18235 -0.72611 -3.57279
H -1.82995 7.28279 -1.19621
H -4.10840 -2.22942 1.79548
H -1.22933 -2.86102 0.99084
H 6.10303 3.35558 -0.56553
H 2.53188 2.80223 -1.62244
H -4.40385 -3.80039 -0.59055
*
```

Computed properties:
Highest occupied orbital energy (eV): -7.603

Atomic partial charges in e from the Mulliken method, atoms 1 to 4: 0.3657 -0.4573 -0.2210 -0.7245

---

4.
Below is a molecular structure, C38H35N8OScTe, with properties calculated with ωB97M-V with the def2-TZVPD basis set.

Structure (ORCA input):
```
! wB97M-V def2-TZVPD RIJCOSX def2/J DEFGRID3
* xyz 2 1
Te -2.01377 1.23249 2.11849
Sc -0.02016 0.52714 -0.33031
O 1.87542 0.17020 -1.02861
N -0.55415 -1.62676 -0.63046
N 0.38183 1.79665 -2.10318
N 3.02347 2.41631 1.92122
N 1.09021 2.02752 0.92397
N -2.03909 1.21534 -1.36021
N 0.20734 -3.70292 -0.54303
N 1.02067 -0.67977 1.42100
N 1.70059 1.97292 -2.42402
C 0.67199 4.41291 0.17884
C 3.88342 1.11605 -1.92324
C 3.17606 4.91176 1.44673
C 0.44593 -2.36186 5.08358
C -2.63309 -0.77278 2.53140
C -0.74921 1.01975 3.81415
C 1.38699 3.38897 0.79390
C 4.51722 2.20617 -2.51814
C -1.54590 -1.33850 3.41999
C -4.41666 1.29669 -1.64207
C 2.21267 0.04131 1.90197
C -0.23051 3.29687 -3.94666
C -0.64187 -0.47232 4.05024
C -1.90281 2.06936 -2.39704
C -1.44300 -2.71189 3.63236
C 0.28084 -2.46232 -0.04783
C -0.45155 -3.22192 4.45576
C 6.02589 0.08729 -1.52638
C 1.22898 5.67446 0.20419
C 6.65271 1.17752 -2.11576
C 2.60741 3.64453 1.41537
C 2.09142 1.50376 1.59829
C 1.32534 -2.03725 0.94055
C 4.64453 0.05838 -1.42801
C -0.75240 -3.70077 -1.55040
C 0.34733 -0.99377 4.88411
C -2.99951 2.57416 -3.07660
C 5.89808 2.23379 -2.61031
C -1.21571 -4.70929 -2.38424
C -2.64074 -3.02877 -3.39876
C -1.21827 -2.38662 -1.61252
C -2.17287 -4.34853 -3.30991
C -3.27243 0.84132 -1.01294
C 2.46388 5.91813 0.82686
C -2.17692 -2.03455 -2.56067
C -4.27498 2.18885 -2.69129
C -0.51684 2.39444 -2.79802
C 2.41811 1.08080 -1.79028
H 3.88368 2.23797 2.41412
H 6.61372 -0.74165 -1.15540
H -2.85658 3.25472 -3.90312
H -3.38142 -2.78405 -4.14773
H -3.34960 0.12126 -0.20686
H 7.73139 1.19973 -2.19559
H 1.21054 -2.75839 5.73807
H -5.14236 2.57415 -3.21014
H 3.91879 3.02146 -2.89980
H 2.37699 -0.12003 2.97202
H 4.12462 5.10526 1.92870
H 1.03130 -0.32212 5.39062
H 1.42148 -2.75794 1.75734
H -0.73393 4.25678 -3.81832
H 0.35677 -0.77281 2.18899
H 0.21169 1.48479 3.59566
H -5.38806 0.95542 -1.31491
H -0.59818 2.85355 -4.87515
H -0.84182 -5.72190 -2.31711
H -1.17880 1.55107 4.66159
H 4.14165 -0.79536 -0.99201
H -2.15040 -3.38145 3.15787
H 0.83878 3.45512 -4.03161
H 3.09071 -0.33271 1.37190
H -0.38585 -4.28889 4.62175
H -0.28344 4.22396 -0.29485
H 0.75389 -4.49480 -0.24424
H -3.61161 -0.77976 3.00784
H 6.38885 3.07946 -3.07284
H 2.86457 6.92232 0.82392
H -2.53884 -1.02189 -2.65681
H -2.70041 -1.32803 1.59620
H 0.70597 6.49910 -0.26031
H 2.27202 -2.00312 0.39676
H -2.56442 -5.09543 -3.98625
*
```

Computed properties:
Highest occupied orbital energy (eV): -13.112

Atomic partial charges in e from the Mulliken method, atoms 1 to 4: 0.1631 -0.1267 -0.5338 1.0593

---

How do the records compare in relative energy (zero: lowest compared OMol25 entry of this formula, charge and spin)? In the order shown, they have 0.749; 0.118; 1.446; 0.157 eV.